(1)
Formula: C4H9NO
Source: the Open Molecules 2025 dataset
Level of theory: ωB97M-V/def2-TZVPD

Geometry as ORCA input:
```
! wB97M-V def2-TZVPD RIJCOSX def2/J DEFGRID3
* xyz 0 1
C -0.52827 -1.32265 0.30110
C -0.34533 0.07067 -0.31632
C -1.38802 1.06382 0.19088
C 1.05690 0.63674 -0.06639
N 2.10077 -0.21328 -0.31142
O 1.24598 1.76984 0.33861
H -0.27846 -1.31605 1.36619
H 0.09201 -2.08397 -0.18327
H -1.56928 -1.64300 0.20061
H -0.45226 -0.02580 -1.40733
H -1.25351 2.04162 -0.27878
H -2.39885 0.70213 -0.02339
H -1.29077 1.20629 1.27236
H 1.98551 -1.07742 -0.81444
H 3.02358 0.19105 -0.26840
*
```

Output
Structure (SMILES): CC(C)C(N)=O
Relative energy (zero: lowest compared OMol25 entry of this formula, charge and spin), kcal/mol: 1.1
Highest occupied orbital energy, eV: -9.72
Electronic energy, eV: -7832.273
LUMO energy, eV: 0.88

Atomic partial charges in e from the natural (NBO) method, atoms 1 to 8: atom 1 (C): -0.60, atom 2 (C): -0.32, atom 3 (C): -0.60, atom 4 (C): 0.68, atom 5 (N): -0.83, atom 6 (O): -0.61, atom 7 (H): 0.21, atom 8 (H): 0.20

=====

(2)
Formula: C50H115N5O10
Source: the Open Molecules 2025 dataset
Level of theory: ωB97M-V/def2-TZVPD

Geometry as ORCA input:
```
! wB97M-V def2-TZVPD RIJCOSX def2/J DEFGRID3
* xyz 0 1
C -14.78030 7.84876 22.82772
C -14.15296 6.48457 23.00064
O -14.94465 5.58459 23.73721
H -15.48004 7.90557 21.99391
H -14.01041 8.60599 22.67943
H -15.18993 8.14303 23.79401
H -13.21017 6.51695 23.54670
H -13.78462 6.18131 22.02061
H -14.47437 4.79481 24.01413
C -10.51520 5.21791 24.77947
C -12.06466 5.45293 24.69662
O -12.59040 4.32996 25.30837
H -10.07151 6.18191 24.53054
H -10.09981 4.39794 24.19363
H -10.19272 5.16500 25.81933
H -12.41311 5.76552 23.71225
H -12.28684 6.31531 25.32515
H -13.51941 4.32229 25.06655
C -14.87411 4.69468 26.28782
C -15.07749 4.02408 24.91404
O -13.96887 3.95762 24.00871
H -14.25832 4.19381 27.03483
H -15.83445 4.94726 26.73734
H -14.51116 5.70800 26.11596
H -15.94449 4.58321 24.56217
H -15.31409 2.99612 25.18865
H -13.91900 3.19560 23.42696
C -16.33040 7.15227 26.97695
C -15.78957 7.65140 25.59503
O -14.42556 7.34122 25.57952
H -15.71479 7.60682 27.75317
H -16.34143 6.06623 27.06915
H -17.23517 7.69755 27.24556
H -15.99456 8.71781 25.50107
H -16.23910 7.12631 24.75222
H -14.12793 6.79696 24.84686
C -12.53124 1.78163 21.16006
C -13.10895 2.98150 21.80902
C -13.45595 3.97267 20.61875
C -14.76525 3.60456 19.89849
C -15.88332 3.41490 20.88635
C -15.59585 2.44319 22.06240
N -14.34963 2.76109 22.69017
O -14.01826 2.02698 23.93331
C -16.67586 2.58921 23.19132
C -15.68629 0.95874 21.54526
C -12.00425 3.73841 22.65518
H -11.55229 1.94573 20.70969
H -13.12570 1.25078 20.41650
H -12.38870 0.94175 21.84004
H -13.67056 4.91381 21.12499
H -12.63863 4.20116 19.93474
H -14.63791 2.69969 19.30427
H -15.03365 4.27371 19.08099
H -16.73370 2.95023 20.38734
H -16.10110 4.40012 21.29869
H -16.71416 1.70138 23.82250
H -16.63146 3.46668 23.83644
H -17.58814 2.50588 22.60064
H -16.68549 0.53510 21.44409
H -15.32813 0.92558 20.51632
H -15.07128 0.27695 22.13265
H -12.46956 4.60129 23.13166
H -11.15581 3.99990 22.02283
H -11.66679 3.16987 23.52177
H -13.82222 1.11514 23.70586
C -14.64629 6.16712 20.25207
C -16.11684 6.48562 20.20121
C -16.49726 5.98421 18.72262
C -17.96889 5.95477 18.46811
C -18.70253 5.23345 19.53699
C -18.33011 5.68112 21.04291
N -16.83337 5.80762 21.22446
O -16.50215 6.38252 22.46129
C -19.17088 7.00744 21.25576
C -18.80292 4.44007 22.01207
C -16.21220 8.03994 20.22228
H -14.12488 6.95549 19.70921
H -14.32230 5.24885 19.76228
H -14.22093 6.23788 21.25316
H -16.04219 6.58179 17.93275
H -16.15772 4.95744 18.58637
H -18.08719 5.51620 17.47726
H -18.20496 7.01718 18.40783
H -18.45034 4.19652 19.31498
H -19.78790 5.28019 19.44812
H -20.14094 6.81091 21.71234
H -18.71609 7.60855 22.04313
H -19.34292 7.48032 20.28886
H -18.13459 4.29985 22.86164
H -19.69954 4.78631 22.52618
H -18.91915 3.49616 21.47950
H -17.25156 8.36833 20.22184
H -15.60515 8.57418 19.49139
H -15.77763 8.43987 21.13841
H -16.20101 5.57003 22.87456
C -9.26293 8.80360 21.21318
C -9.44640 7.79839 20.14207
C -8.64556 6.55936 20.55874
C -9.12412 5.64927 21.62689
C -10.52501 5.18513 21.10922
C -11.50812 6.42798 20.71033
N -10.81129 7.47790 19.83273
O -11.62942 8.66123 19.59836
C -12.76826 5.96152 19.98509
C -12.02349 7.19426 21.96850
C -8.89192 8.36316 18.83488
H -9.37003 8.43151 22.23208
H -9.68858 9.78288 20.99419
H -8.22002 9.11899 21.24397
H -8.02124 6.05567 19.82076
H -7.75214 6.81542 21.12825
H -9.10714 6.17159 22.58344
H -8.46593 4.78042 21.62776
H -10.98738 4.58362 21.89185
H -10.39446 4.55586 20.22885
H -13.29890 6.85420 19.65394
H -12.44016 5.34849 19.14566
H -13.22670 5.46685 20.84138
H -11.89153 6.45039 22.75422
H -11.37662 8.01157 22.28737
H -12.98517 7.70718 21.98140
H -7.80701 8.36036 18.72960
H -9.18797 9.38496 18.59744
H -9.13111 7.73740 17.97505
H -11.63977 8.69652 18.63907
C -10.42853 10.28959 20.35526
C -11.97604 10.60520 20.17663
C -12.76206 9.27128 20.54353
C -14.23973 9.54703 20.86278
C -14.35320 10.72998 21.82925
C -13.75039 12.12937 21.37418
N -12.39118 11.71320 21.20035
O -11.59840 12.85057 21.06583
C -14.67853 12.68845 20.31005
C -13.88932 12.89302 22.70047
C -12.09988 10.95758 18.62818
H -10.20514 9.77058 21.28737
H -9.78110 11.16568 20.39276
H -9.99433 9.73314 19.52463
H -12.76271 8.69103 19.62082
H -12.31443 8.67622 21.33954
H -14.72562 8.64398 21.23228
H -14.67774 9.87504 19.92010
H -14.09132 10.47172 22.85532
H -15.43599 10.84809 21.87073
H -15.58895 13.13486 20.70999
H -14.27643 13.33827 19.53279
H -15.11347 11.93855 19.64931
H -14.92267 13.13145 22.95235
H -13.31109 12.55015 23.55848
H -13.31489 13.76979 22.40148
H -11.36005 11.70231 18.33472
H -13.09425 11.36517 18.44596
H -12.05814 10.06945 17.99763
H -10.98456 12.69427 21.78720
C -20.36258 9.42576 26.44701
O -19.69330 8.60207 25.45419
C -18.49631 9.16870 24.95976
C -17.63751 8.18299 24.07115
N -17.77256 8.50738 22.66453
C -16.96671 9.75077 22.31862
C -16.45592 9.73864 20.85077
O -16.32737 11.07322 20.37362
C -17.54995 11.71492 19.87175
H -20.63442 10.28522 25.83421
H -19.81281 9.72535 27.33925
H -21.29630 8.99912 26.81342
H -17.90729 9.63838 25.74751
H -18.81726 10.03307 24.37841
H -18.03830 7.17661 24.19229
H -16.60716 8.29570 24.40847
H -17.36269 7.77292 22.10536
H -16.08462 9.90210 22.94082
H -17.39907 10.71231 22.59536
H -17.06244 9.16970 20.14611
H -15.47224 9.26955 20.87161
H -18.20093 11.07307 19.27814
H -17.44799 12.53037 19.15568
H -18.06048 12.10727 20.75126
*
```

Output
Relative energy (zero: lowest compared OMol25 entry of this formula, charge and spin), kcal/mol: 2217.8
Highest occupied orbital energy, eV: -5.75
Electronic energy, eV: -81536.642
LUMO energy, eV: 0.23

Atomic partial charges in e from the Mulliken method, atoms 1 to 8: atom 1 (C): 0.78, atom 2 (C): -0.93, atom 3 (O): -0.18, atom 4 (H): 1.24, atom 5 (H): -0.36, atom 6 (H): -0.01, atom 7 (H): 0.75, atom 8 (H): -1.12

=====

(3)
Formula: C4H8O
Source: the Open Molecules 2025 dataset
Level of theory: ωB97M-V/def2-TZVPD

Geometry as ORCA input:
```
! wB97M-V def2-TZVPD RIJCOSX def2/J DEFGRID3
* xyz 0 1
C -1.15212 -0.31692 1.11549
C -0.33993 -0.17104 -0.15960
C 0.70451 0.96758 -0.14697
C 1.36879 -1.22850 -1.31773
O 0.49582 -1.34639 -0.35183
H -1.81330 -1.18962 1.08448
H -0.49288 -0.41115 1.98321
H -1.77557 0.57333 1.25656
H -1.01143 -0.11322 -1.02661
H 0.44041 1.80726 -0.79299
H 0.92084 1.30682 0.86478
H 1.67050 0.55392 -0.48506
H 0.98435 -0.43208 -2.02374
*
```

Output
Relative energy (zero: lowest compared OMol25 entry of this formula, charge and spin), kcal/mol: 84.8
Highest occupied orbital energy, eV: -8.47
Electronic energy, eV: -6321.490
LUMO energy, eV: 0.65

Atomic partial charges in e from the natural (NBO) method, atoms 1 to 8: atom 1 (C): -0.63, atom 2 (C): 0.08, atom 3 (C): -0.63, atom 4 (C): 0.11, atom 5 (O): -0.49, atom 6 (H): 0.22, atom 7 (H): 0.22, atom 8 (H): 0.22